[1]
70
Properties=species:S:1:pos:R:3:mulliken_charge:R:1 method="wB97M-V/def2-TZVPD" orbital_gap_ha=0.2936 energy_ev=-47075.7692 smiles="[H]/N=C/Cc1c(CC)c(F)c(B(O)OC)c2nc(OC#N)c(COC)nc12.C1CCOC1.C1CCOC1"
C 3.53586 -0.62489 2.10144 -1.27
C 3.04314 0.70413 1.33594 -0.47
C 1.48442 0.72857 1.30289 0.92
C 0.77009 1.48096 2.42201 0.33
F 1.56087 2.12924 3.36990 -0.38
C -0.69856 1.53450 2.51820 -0.02
B -1.29831 2.35783 3.76500 1.00
O -1.28839 1.70993 5.01743 -0.54
O -1.79056 3.67517 3.73128 -0.56
C -1.62720 4.31432 2.44695 -0.51
C -1.57778 0.84004 1.49245 0.17
N -2.95283 0.92459 1.69799 -0.50
C -3.57452 0.25315 0.69734 0.22
O -5.00870 0.19882 0.77214 -0.39
C -5.40103 -0.49409 1.87460 0.48
N -5.83518 -1.04199 2.79237 -0.46
C -2.94714 -0.43481 -0.47398 0.51
C -3.82857 -1.14064 -1.58889 -0.22
O -4.94351 -0.36050 -2.01598 -0.36
C -4.55049 0.91843 -2.54564 -0.70
N -1.59329 -0.48907 -0.63961 -0.43
C -0.88878 0.14638 0.38182 0.06
C 0.62598 0.09736 0.30389 0.41
C 1.30338 -0.69128 -0.87265 -1.17
C 2.21533 0.17864 -1.80426 -0.20
N 2.32956 1.45072 -1.67642 -0.48
H 4.43124 -0.41402 2.75229 0.33
H 2.71491 -1.00329 2.76801 0.33
H 3.83634 -1.44264 1.39031 0.38
H 3.53708 0.75221 0.33454 -0.16
H 3.43856 1.56119 1.95683 0.35
H -1.79672 2.21633 5.67686 0.31
H -0.56007 4.44089 2.11988 0.23
H -2.04480 5.36451 2.56174 0.27
H -2.28276 3.81520 1.67411 0.17
H -3.14648 -1.27677 -2.48979 0.36
H -4.12005 -2.20065 -1.26383 0.01
H -3.44205 1.05658 -2.66647 0.32
H -4.99373 0.98686 -3.59113 0.26
H -5.05620 1.71563 -1.93390 0.22
H 0.57363 -1.23343 -1.53534 0.34
H 1.95419 -1.48938 -0.39140 0.32
H 2.78701 -0.36683 -2.62093 0.33
H 3.00483 1.76191 -2.38639 0.27
C 7.51374 3.76372 -0.44191 -0.56
C 6.15885 4.23833 -0.92995 -0.65
C 5.36872 2.94333 -0.97036 -0.14
O 5.90282 2.09992 0.05811 -0.38
C 7.12888 2.66885 0.53640 -0.50
H 8.11675 4.54942 0.01439 0.34
H 8.08050 3.33806 -1.27561 0.25
H 5.71908 4.92163 -0.19737 0.28
H 6.19185 4.74757 -1.89375 0.37
H 5.49909 2.42750 -1.92903 0.17
H 4.30117 3.09750 -0.80049 0.22
H 6.94243 3.07700 1.53564 0.29
H 7.88902 1.88937 0.61547 0.27
C -4.62067 -6.62973 -1.55499 -0.57
C -3.32342 -6.57309 -2.33662 -0.54
C -3.15503 -5.08135 -2.55906 -0.49
O -3.76065 -4.42374 -1.43727 -0.29
C -4.52216 -5.38566 -0.69198 -0.49
H -4.74320 -7.54296 -0.97201 0.33
H -5.47020 -6.54396 -2.23922 0.27
H -2.50286 -6.95424 -1.72136 0.26
H -3.34483 -7.14230 -3.26650 0.33
H -3.67780 -4.75251 -3.46359 0.28
H -2.10702 -4.78441 -2.63556 0.28
H -3.98417 -5.59037 0.23953 0.31
H -5.49961 -4.96768 -0.44445 0.27

[2]
9
Properties=species:S:1:pos:R:3:mulliken_charge:R:1 method="wB97M-V/def2-TZVPD" orbital_gap_ha=0.2970 energy_ev=-7728.6919
C 0.29510 -1.96555 1.41244 -0.76
C 1.29320 -1.89137 0.54269 0.83
C -0.33719 0.06863 0.23111 0.41
C -0.64855 1.25352 -0.47303 -0.95
N -0.24863 -0.82473 1.01179 0.07
O 1.88962 -1.44781 -0.35405 -0.42
H 0.20638 1.92536 -0.72512 0.27
H -1.41212 1.99049 -0.14226 0.31
H -1.03781 0.89146 -1.50357 0.25

[3]
12
Properties=species:S:1:pos:R:3:mulliken_charge:R:1 method="wB97M-V/def2-TZVPD" orbital_gap_ha="0.2949 / 0.3168" energy_ev=-18253.6768
C 1.08151 -1.02864 -0.09340 0.16
C -0.89892 -0.36523 1.70490 -0.96
C -0.17956 0.66843 -1.53306 -1.05
C 0.63551 0.28425 -0.32147 0.42
N 1.49867 -2.07400 0.17594 -0.44
Cl 1.78435 1.36887 0.36339 -0.15
H -0.11807 -0.49259 2.48123 0.34
H -1.59312 0.43668 1.62321 0.35
H -1.23317 -1.29180 1.37212 0.35
H -0.80026 1.52422 -1.45221 0.35
H -0.69741 -0.16501 -1.88528 0.34
H 0.52045 1.13483 -2.43539 0.28